Molecular formula: C25H44OP2Tm
Method: DFT, the ωB97M-V functional and the def2-TZVPD basis

```
73
Properties=species:S:1:pos:R:3:forces:R:3
Tm 1.648 -0.461 0.895 -1.8 -0.6 2.2
C -0.173 -1.029 2.811 1.0 -0.4 0.1
C -0.002 -2.276 2.140 1.0 0.6 0.4
C 2.044 -1.665 3.051 -1.2 0.0 -0.2
C 1.078 -0.664 3.404 -0.1 -1.0 -0.8
C 1.356 -2.689 2.303 -0.2 1.1 0.3
C -1.463 -0.360 3.122 -0.5 0.5 0.1
H -2.267 -0.658 2.440 0.2 0.0 0.2
H -1.370 0.737 3.070 -0.1 -0.3 0.0
H -1.809 -0.607 4.141 0.2 0.1 -0.3
C 1.308 0.478 4.327 0.2 0.6 0.1
H 0.383 0.746 4.854 0.3 0.0 -0.1
H 1.658 1.366 3.779 -0.2 -0.2 0.4
H 2.070 0.230 5.076 -0.2 0.1 -0.1
C 3.474 -1.620 3.458 0.6 -0.1 0.3
H 3.556 -1.534 4.552 0.1 -0.1 -0.2
H 4.015 -0.755 3.035 -0.1 -0.3 0.1
H 4.012 -2.527 3.156 -0.1 0.2 0.1
C 1.880 -4.033 1.953 0.3 -0.6 -0.1
H 1.608 -4.782 2.714 0.0 0.3 -0.1
H 2.975 -4.053 1.876 -0.2 0.0 -0.1
H 1.465 -4.397 1.008 0.1 0.0 0.0
C -1.069 -3.092 1.516 -0.5 -0.4 -0.3
H -1.340 -3.958 2.141 0.1 0.2 -0.2
H -0.769 -3.487 0.538 0.0 0.0 0.1
H -1.983 -2.506 1.360 0.1 -0.1 0.0
C -3.543 2.398 -0.179 -0.4 0.3 0.0
C -4.445 1.859 -1.005 0.1 0.2 0.3
C -4.136 1.042 -2.242 -0.4 0.1 -0.3
C -2.874 1.443 -3.043 -0.1 0.4 -0.7
C -1.642 0.577 -2.743 0.2 -0.3 0.9
C -1.598 -0.105 -1.377 1.9 -0.4 0.4
C -1.592 0.778 -0.131 0.0 -0.1 0.2
C -2.046 2.231 -0.275 -0.1 0.2 0.4
H -4.998 1.162 -2.924 0.3 -0.1 0.3
H -2.670 2.515 -2.903 -0.3 -0.3 0.0
H -4.109 -0.025 -1.974 0.0 0.2 -0.2
H -1.669 2.650 -1.210 0.0 0.0 0.2
H -3.864 3.025 0.664 -0.1 -0.4 -0.4
H -5.521 2.003 -0.809 0.6 0.0 0.0
H -1.565 2.819 0.525 -0.2 -0.2 -0.3
H -2.165 0.260 0.649 0.1 0.4 -0.2
H -2.296 -0.952 -1.273 0.2 0.4 -0.3
H -0.574 0.860 0.339 -0.2 -0.3 -0.4
H -3.086 1.318 -4.122 -0.1 0.2 0.4
H -1.620 -0.207 -3.515 0.1 0.1 0.3
P 0.046 1.322 -2.943 -1.6 0.3 -1.3
C 0.035 3.116 -2.862 0.7 0.7 0.0
C 0.429 0.954 -4.673 0.5 0.2 -0.6
P 0.292 -0.990 -1.198 -2.7 0.0 -0.3
C 1.187 0.542 -1.827 0.6 0.4 -0.3
C 0.031 -2.038 -2.709 0.4 -0.7 0.1
C 2.179 -2.022 -0.866 1.0 0.4 -0.1
H 0.348 3.480 -1.873 -0.2 -0.1 -0.3
H -0.947 3.533 -3.122 0.3 -0.2 0.1
H 0.765 3.490 -3.603 -0.3 -0.1 0.4
H 0.964 1.817 -5.100 -0.1 -0.4 0.0
H -0.500 0.816 -5.252 0.3 0.1 0.4
H 1.057 0.056 -4.788 -0.3 0.3 0.1
H 2.951 -1.583 -1.515 0.1 -0.5 0.1
H 1.877 -2.998 -1.222 0.3 -0.2 0.1
H 2.618 -2.187 0.159 0.2 -0.6 -0.9
H 1.509 1.280 -1.051 -0.4 -0.5 -0.4
H 2.096 0.289 -2.406 -0.4 0.0 0.3
H 0.289 -3.069 -2.441 0.0 0.2 -0.2
H 0.684 -1.753 -3.545 -0.1 -0.1 0.2
H -1.007 -2.060 -3.064 0.3 0.2 0.3
C 2.770 3.044 2.014 0.7 0.6 -0.5
C 2.371 1.790 1.343 -1.1 -1.4 -0.2
O 3.187 0.990 0.786 1.7 1.7 0.3
H 3.788 3.402 1.783 -0.2 -0.3 0.2
H 2.654 2.906 3.101 0.0 0.1 -0.4
H 2.054 3.818 1.703 0.1 -0.1 0.3
```
Forces are in eV/Å.

Output
spin multiplicity	3
⟨S²⟩	2.003
max |F|	2.96	eV Å⁻¹
molar mass	591.508	g/mol
charge	+1
LUMO energy (spin up / spin down)	-2.3 / -2.3	eV
energy relative to the best compared isomer or geometry (same formula, charge and spin)	0.0	kcal per mole

---

Molecular formula: C25H45CeNP2Se
Method: DFT, the ωB97M-V functional and the def2-TZVPD basis

```
75
Properties=species:S:1:pos:R:3:forces:R:3
Ce -0.137 0.097 0.410 -0.3 -0.3 2.0
C -2.250 1.702 0.934 0.2 -1.0 0.2
C -2.639 0.768 -0.088 0.6 -0.4 1.1
C -2.379 -0.387 1.909 -0.1 0.1 -0.7
C -2.131 0.988 2.170 -0.1 0.0 -0.5
C -2.692 -0.540 0.515 0.2 1.1 0.4
C -1.983 3.153 0.761 0.1 0.5 -0.1
H -1.597 3.360 -0.245 -0.1 0.1 0.1
H -1.241 3.503 1.496 -0.3 0.0 -0.2
H -2.891 3.762 0.896 0.2 -0.2 -0.1
C -1.969 1.579 3.534 0.3 0.1 0.2
H -1.755 2.653 3.480 0.0 -0.2 0.0
H -1.160 1.090 4.104 -0.4 0.2 -0.2
H -2.900 1.472 4.119 0.3 -0.1 -0.3
C -2.451 -1.463 2.934 0.2 -0.3 0.3
H -3.496 -1.688 3.190 0.2 0.1 -0.1
H -1.928 -1.189 3.858 -0.1 0.0 -0.2
H -2.000 -2.398 2.579 -0.1 0.1 0.0
C -3.124 -1.796 -0.155 0.0 -0.4 -0.2
H -4.223 -1.878 -0.158 0.3 0.0 0.0
H -2.723 -2.687 0.350 -0.2 0.2 -0.1
H -2.792 -1.821 -1.202 -0.1 -0.1 0.2
C -2.911 1.106 -1.503 -0.1 0.1 -0.7
H -3.877 1.615 -1.634 0.2 -0.1 0.1
H -2.925 0.210 -2.130 -0.1 0.3 0.1
H -2.140 1.782 -1.898 -0.3 -0.1 0.0
C 1.527 0.433 -2.223 -0.4 0.8 -0.4
C 0.481 1.279 -2.385 1.0 -0.2 -0.2
C -0.128 1.534 -3.742 -0.4 0.5 -0.1
C -1.008 0.418 -4.388 -0.7 0.1 -0.4
C -1.107 -0.899 -3.666 0.1 -0.1 0.0
C -0.059 -1.712 -3.512 -0.1 0.0 0.1
C 1.295 -1.403 -4.090 0.2 -0.6 -0.3
C 2.142 -0.301 -3.388 0.6 -0.4 0.1
H 0.663 1.791 -4.470 -0.1 -0.1 0.5
H -0.656 0.271 -5.426 -0.1 -0.1 0.5
H -0.755 2.438 -3.667 0.3 -0.3 0.0
H 2.459 0.414 -4.169 -0.2 0.0 0.5
H 2.122 0.398 -1.296 -0.3 0.1 0.0
H 0.200 2.013 -1.609 0.1 -0.4 0.1
H 3.073 -0.777 -3.040 -0.3 0.3 -0.1
H 1.883 -2.336 -4.060 -0.2 0.4 -0.1
H -0.146 -2.680 -3.008 -0.2 0.3 -0.2
H 1.210 -1.139 -5.160 -0.1 -0.1 0.5
H -2.032 0.818 -4.484 0.4 -0.1 0.0
H -2.114 -1.186 -3.348 0.5 -0.1 0.0
P 1.849 2.166 1.448 0.7 0.6 0.3
C 1.633 2.974 3.084 -0.6 -0.2 0.0
H 2.496 3.631 3.275 -0.3 -0.2 -0.1
H 1.575 2.204 3.869 0.0 0.3 -0.2
H 0.708 3.569 3.087 0.3 -0.1 0.1
C 3.540 1.502 1.724 -0.2 -0.5 -0.2
H 4.162 2.293 2.169 -0.2 -0.2 -0.2
H 3.976 1.179 0.768 0.0 0.1 0.3
H 3.486 0.646 2.412 0.1 0.2 -0.2
C 2.224 3.596 0.381 -0.2 0.0 -0.1
H 2.649 3.234 -0.567 -0.1 0.2 0.2
H 2.941 4.249 0.897 -0.2 -0.1 -0.3
H 1.291 4.142 0.175 0.4 0.0 0.0
P 1.052 -2.708 0.700 0.3 -0.9 -0.2
C 0.008 -4.006 -0.057 -0.2 0.1 -0.1
H 0.659 -4.818 -0.411 -0.3 0.1 0.1
H -0.536 -3.574 -0.908 0.1 -0.3 0.1
H -0.716 -4.394 0.670 0.1 0.1 -0.2
C 2.586 -2.995 -0.260 0.1 0.5 -0.1
H 2.353 -3.010 -1.333 0.1 0.0 0.2
H 3.018 -3.957 0.048 -0.1 0.3 -0.2
H 3.301 -2.187 -0.057 0.0 -0.3 -0.1
C 1.525 -3.512 2.282 -0.2 0.6 0.3
H 1.832 -4.547 2.083 -0.1 0.3 0.0
H 0.678 -3.499 2.982 0.2 -0.1 -0.2
H 2.356 -2.971 2.756 -0.2 -0.1 -0.1
Se 1.004 -0.726 5.437 0.1 0.1 -0.6
C 0.878 -0.508 3.717 -0.3 0.1 -0.7
N 0.733 -0.338 2.533 -0.2 0.1 0.2
```
Forces are in eV/Å.

Output
max |F|	2.03	eV Å⁻¹
molar mass	640.666	g/mol
charge	+2
LUMO energy (spin up / spin down)	-8.1 / -7.9	eV

---

Molecular formula: C25H45ClF7N2O2S
Method: DFT, the ωB97M-V functional and the def2-TZVPD basis

```
83
Properties=species:S:1:pos:R:3:forces:R:3
C -6.374 6.433 0.302 -0.7 0.8 -0.6
C -6.162 6.350 -1.291 0.2 -0.5 1.6
Cl -5.998 8.056 -1.957 -0.1 -1.4 0.4
C -4.850 5.508 -1.681 -0.4 0.8 -1.3
S -4.081 4.616 -0.211 -1.0 -0.8 -0.3
C -4.040 2.811 -0.736 0.0 -0.8 0.2
C -2.373 5.243 0.134 1.1 1.8 1.5
F -1.970 4.673 1.358 -0.8 0.7 -3.0
F -2.480 6.630 0.395 -0.3 -3.0 -0.9
C -1.304 5.041 -1.032 2.0 1.5 -0.7
F -0.485 6.197 -1.020 -1.6 -2.4 0.1
F -1.843 4.967 -2.318 0.2 -0.1 2.6
C -0.315 3.807 -0.851 2.6 -1.9 -0.9
F -0.937 2.564 -0.818 0.6 2.6 0.1
F 0.511 3.799 -1.995 -1.9 0.2 2.4
F 0.521 3.889 0.248 -2.1 0.2 -2.1
H -6.663 5.424 0.743 0.6 1.2 -0.6
H -7.270 7.133 0.451 1.4 -1.0 -0.1
H -5.466 6.900 0.824 -1.3 -0.8 -0.8
H -7.069 5.857 -1.753 1.2 0.8 0.4
H -5.160 4.695 -2.428 0.9 1.1 1.1
H -4.107 6.246 -2.140 -0.8 -1.4 0.7
H -3.669 2.690 -1.798 -0.4 0.3 1.4
H -3.436 2.191 0.014 -0.6 1.0 -1.1
H -5.129 2.468 -0.624 1.5 0.8 -0.2
C -1.387 -3.350 -0.887 -0.1 -0.4 0.2
C -1.320 -1.883 -0.387 1.1 -1.3 -1.4
C -0.258 -1.743 0.723 -0.2 0.1 0.5
C -0.702 -2.283 2.078 0.0 0.0 0.1
C -2.055 -1.706 2.481 0.4 0.1 -0.2
C -3.132 -1.920 1.400 -1.4 -1.4 1.1
N -2.685 -1.456 0.053 1.4 3.8 1.4
O -2.717 -0.108 0.049 -0.6 -1.8 -0.5
C -3.525 -3.414 1.354 0.3 -0.3 -0.2
C -4.437 -1.220 1.854 0.3 0.5 -0.4
C -0.811 -1.090 -1.617 -0.5 0.6 0.2
H -2.380 -3.600 -1.270 0.1 0.1 0.1
H -0.689 -3.531 -1.708 0.0 0.2 0.2
H -1.122 -4.072 -0.112 -0.1 0.1 0.0
H 0.004 -0.686 0.851 -0.1 0.0 -0.2
H 0.664 -2.250 0.425 -0.2 0.1 -0.2
H -0.736 -3.376 2.067 0.0 0.0 0.0
H 0.043 -2.015 2.836 -0.1 -0.1 -0.1
H -2.374 -2.163 3.424 -0.2 0.0 -0.2
H -1.935 -0.636 2.687 -0.1 0.0 -0.2
H -4.236 -3.609 0.546 0.1 0.1 0.0
H -4.003 -3.717 2.289 0.0 0.3 0.0
H -2.676 -4.086 1.231 -0.1 0.1 -0.1
H -4.298 -0.152 2.045 0.1 -0.1 -0.1
H -4.803 -1.653 2.788 0.2 -0.2 -0.1
H -5.226 -1.334 1.105 0.1 0.0 0.0
H -1.529 -1.135 -2.442 0.0 0.0 0.1
H 0.134 -1.504 -1.978 -0.2 -0.2 0.3
H -0.614 -0.041 -1.387 -0.2 -0.1 0.1
C 5.990 -1.825 -2.011 0.3 -0.2 0.0
C 4.925 -1.313 -1.005 1.1 0.7 -1.7
C 5.598 -0.496 0.118 -0.1 -0.2 0.5
C 6.312 -1.348 1.163 0.1 0.0 0.1
C 5.393 -2.441 1.697 0.0 0.4 -0.1
C 4.786 -3.303 0.574 0.9 -2.0 0.5
N 4.142 -2.478 -0.490 -2.2 2.3 2.6
O 2.977 -2.007 0.001 1.4 -1.1 -1.2
C 5.886 -4.205 -0.032 0.3 0.2 -0.2
C 3.797 -4.316 1.204 -0.5 0.5 -0.1
C 4.061 -0.333 -1.837 -0.6 -0.3 0.4
H 5.673 -2.752 -2.495 0.0 0.1 0.1
H 6.168 -1.106 -2.815 -0.1 0.1 0.2
H 6.964 -1.992 -1.546 -0.1 -0.1 0.0
H 4.845 0.110 0.635 -0.1 -0.1 -0.1
H 6.314 0.212 -0.311 -0.2 -0.1 -0.2
H 7.227 -1.781 0.749 0.0 0.0 0.0
H 6.633 -0.709 1.994 0.0 -0.1 -0.1
H 5.954 -3.073 2.394 -0.2 -0.1 -0.2
H 4.595 -1.974 2.286 -0.1 -0.1 -0.2
H 5.501 -4.777 -0.881 0.0 0.1 0.1
H 6.248 -4.923 0.708 -0.2 0.1 0.1
H 6.769 -3.658 -0.361 -0.1 0.0 -0.1
H 3.005 -3.829 1.778 0.1 0.1 -0.2
H 4.317 -4.981 1.899 0.2 0.2 -0.2
H 3.331 -4.939 0.437 0.0 0.1 0.0
H 3.540 -0.853 -2.646 0.0 0.0 0.1
H 4.686 0.442 -2.290 0.2 -0.3 0.1
H 3.320 0.192 -1.230 0.0 -0.2 0.0
```
Forces are in eV/Å.

Output
spin multiplicity	3
⟨S²⟩	2.009
max |F|	4.26	eV Å⁻¹
molar mass	606.153	g/mol
charge	+1
LUMO energy (spin up / spin down)	-3.6 / -3.6	eV

---

Which value of charge does entry 1 give? +1

---

Among the records above, which one has the highest max |F|? C25H45ClF7N2O2S

---

Which formula does entry 1 have? C25H44OP2Tm